DFT (ωB97M-V/def2-TZVPD) results for a structure of composition C3H8N4 at a distorted geometry.

gap between HOMO and LUMO (spin up / spin down) = 7.4 / 7.4 eV
spin multiplicity = 1
relative energy (zero: lowest compared OMol25 entry of this formula, charge and spin) = 126.1 kcal/mol

Geometry (Å):
C (1.92, 0.14, 0.51)
C (0.88, -0.29, 1.23)
C (-1.48, -0.83, 0.64)
N (1.48, 0.13, -0.81)
N (-0.11, -0.62, 0.37)
N (0.18, -0.31, -0.87)
N (-0.86, 1.29, -1.04)
H (2.97, 0.33, 0.82)
H (0.81, -0.43, 2.32)
H (-2.00, 0.14, 0.51)
H (-1.86, -1.51, -0.24)
H (-1.67, -1.37, 1.59)
H (1.73, 0.71, -1.62)
H (-1.56, 0.81, -1.64)
H (-0.45, 1.81, -1.75)